Entry 1:
A cluster of 2 separate species, C11H10F6NO5S in total, computed with ωB97M-V/def2-TZVPD.

Cartesian coordinates (Å):
1 O -2.982 0.105 -1.941
2 C -1.801 0.089 -1.893
3 C -0.960 1.191 -1.219
4 C 0.143 1.584 -1.834
5 F 0.966 2.499 -1.330
6 C 0.460 0.889 -3.184
7 O 0.841 1.473 -4.131
8 C 0.160 -0.635 -3.158
9 S 1.296 -1.820 -3.922
10 O 0.610 -3.018 -4.312
11 O 2.003 -1.204 -5.005
12 C 2.568 -2.226 -2.619
13 F 2.885 -3.525 -2.769
14 F 3.698 -1.529 -2.770
15 C 2.097 -2.051 -1.139
16 F 3.039 -2.618 -0.359
17 F 0.967 -2.706 -0.860
18 F 2.040 -0.769 -0.753
19 C -0.950 -1.034 -2.551
20 H -1.257 1.597 -0.246
21 H -1.211 -2.101 -2.491
22 C -1.761 2.407 2.657
23 C -0.746 1.321 2.781
24 O -0.198 0.760 1.884
25 N -0.300 0.847 4.118
26 C -1.359 0.267 5.019
27 H -1.653 2.879 1.684
28 H -2.766 1.989 2.745
29 H -1.608 3.164 3.429
30 H 0.151 1.640 4.584
31 H 0.420 0.157 3.880
32 H -2.327 0.289 4.525
33 H -1.386 0.850 5.935
34 H -1.080 -0.758 5.245

Results
- max |F| (eV/A) = 3.16
- LUMO energy (eV) = -4.37
- HOMO-LUMO gap (eV) = 8.46
- total charge = +1
- multiplicity = 1


Entry 2:
A structure of composition C19H8BrF5NO5Pd, computed with ωB97M-V/def2-TZVPD.

Cartesian coordinates (Å):
1 Pd 0.184 0.297 -0.289
2 O -1.196 -1.619 3.340
3 C -0.845 -1.107 2.120
4 O -0.022 -0.145 2.106
5 C -1.450 -1.687 0.987
6 C -2.277 -2.840 1.024
7 C -2.721 -3.396 -0.140
8 C -2.339 -2.834 -1.378
9 C -1.555 -1.699 -1.372
10 N -1.177 -1.121 -0.240
11 C -1.060 -1.058 -2.689
12 O -1.482 -1.495 -3.749
13 O -0.231 -0.109 -2.561
14 H -0.699 -1.117 4.001
15 H -2.519 -3.255 1.989
16 H -3.350 -4.274 -0.129
17 H -2.629 -3.260 -2.323
18 Br -4.348 5.217 -0.163
19 C -3.063 3.800 -0.200
20 C -2.773 3.126 0.969
21 C -1.844 2.097 0.932
22 C -1.208 1.741 -0.255
23 C -1.513 2.449 -1.414
24 C -2.442 3.480 -1.391
25 H -3.266 3.390 1.893
26 H -1.622 1.572 1.852
27 H -1.040 2.185 -2.351
28 H -2.682 4.019 -2.294
29 F 6.801 0.840 0.414
30 C 5.551 0.343 0.281
31 C 4.461 1.180 0.084
32 F 4.634 2.512 0.023
33 C 3.199 0.636 -0.050
34 F 2.116 1.495 -0.230
35 C 2.915 -0.762 -0.020
36 O 1.765 -1.253 -0.183
37 C 4.075 -1.564 0.215
38 F 3.922 -2.902 0.304
39 C 5.338 -1.035 0.346
40 F 6.395 -1.847 0.539

Results
- max |F| (eV/A) = 6.29
- LUMO energy (alpha / beta) (eV) = 1.37 / 1.37
- ΔE to the lowest compared entry with this formula, charge and spin (kJ/mol) = 175.4
- HOMO-LUMO gap (alpha / beta) (eV) = 5.71 / 5.72
- total charge = -1
- multiplicity = 1


Entry 3:
A cluster of 14 separate species, H28O14 in total, computed with ωB97M-V/def2-TZVPD.

Cartesian coordinates (Å):
1 O -2.707 0.621 -1.939
2 H -3.628 0.346 -1.773
3 H -2.304 0.708 -1.053
4 O -2.839 -1.344 0.643
5 H -3.608 -1.594 0.046
6 H -2.165 -1.940 0.347
7 O -2.081 1.191 0.759
8 H -2.324 0.282 0.880
9 H -2.102 1.523 1.635
10 O -0.486 -2.945 1.037
11 H -0.056 -3.153 0.203
12 H -0.251 -3.634 1.619
13 O 2.619 -1.775 0.889
14 H 1.881 -1.282 0.522
15 H 3.280 -1.732 0.178
16 O 3.555 -0.173 -1.311
17 H 2.842 0.044 -1.907
18 H 4.323 -0.313 -1.805
19 O 0.430 0.212 -0.163
20 H -0.286 0.613 0.312
21 H 0.032 -0.537 -0.683
22 O -0.242 2.826 -1.331
23 H 0.427 2.158 -1.398
24 H 0.193 3.461 -0.745
25 O 0.150 -0.923 2.733
26 H 0.796 -1.468 3.257
27 H -0.242 -1.564 2.146
28 O 1.658 -2.019 -3.097
29 H 0.833 -2.266 -2.771
30 H 1.668 -1.125 -2.954
31 O -0.954 -1.465 -1.825
32 H -1.403 -2.210 -2.194
33 H -1.436 -0.658 -2.173
34 O -2.394 3.847 0.510
35 H -1.743 4.514 0.282
36 H -1.950 2.981 0.450
37 O 2.731 1.617 0.485
38 H 1.932 1.087 0.460
39 H 3.312 1.095 -0.059
40 O 0.602 1.859 3.037
41 H 0.809 0.933 2.983
42 H 1.131 2.203 3.765

Results
- max |F| (eV/A) = 3.69
- LUMO energy (eV) = -0.48
- ΔE to the lowest compared entry with this formula, charge and spin (kJ/mol) = 174.9
- HOMO-LUMO gap (eV) = 9.52
- multiplicity = 1


Entry 4:
A cluster of 7 separate species, C31H81N7O12 in total, computed with ωB97M-V/def2-TZVPD.

Cartesian coordinates (Å):
1 C -0.464 7.972 7.536
2 O -0.896 7.616 6.170
3 C -2.254 8.041 5.862
4 C -2.484 7.667 4.361
5 N -1.647 8.323 3.345
6 C -2.135 8.145 1.937
7 C -2.836 6.856 1.513
8 O -1.914 5.830 1.451
9 C -2.337 4.588 1.037
10 H -1.320 8.181 8.178
11 H 0.319 8.719 7.406
12 H 0.158 7.171 7.936
13 H -2.314 9.103 6.098
14 H -3.089 7.787 6.514
15 H -3.492 8.048 4.196
16 H -2.410 6.588 4.233
17 H -0.716 7.935 3.382
18 H -1.442 8.483 1.166
19 H -2.861 8.958 1.936
20 H -3.350 7.005 0.563
21 H -3.587 6.573 2.250
22 H -3.005 4.054 1.713
23 H -1.518 3.901 0.825
24 H -2.797 4.580 0.048
25 C 2.930 0.693 -1.787
26 O 2.257 -0.347 -2.566
27 C 3.067 -1.482 -2.929
28 C 2.212 -2.594 -3.437
29 N 1.431 -3.186 -2.381
30 C 0.501 -4.285 -2.794
31 C 1.137 -5.581 -3.312
32 O 0.854 -5.828 -4.659
33 C 1.207 -7.077 -5.157
34 H 3.077 0.419 -0.742
35 H 2.281 1.567 -1.740
36 H 3.829 0.921 -2.359
37 H 3.676 -1.783 -2.076
38 H 3.611 -1.105 -3.795
39 H 2.777 -3.440 -3.830
40 H 1.736 -2.140 -4.305
41 H 0.952 -2.435 -1.905
42 H -0.245 -3.898 -3.488
43 H -0.052 -4.602 -1.910
44 H 0.906 -6.464 -2.716
45 H 2.213 -5.467 -3.177
46 H 1.185 -6.906 -6.233
47 H 0.468 -7.852 -4.956
48 H 2.201 -7.424 -4.873
49 C -3.761 -2.674 1.565
50 O -2.663 -3.348 2.236
51 C -1.616 -2.440 2.427
52 C -0.295 -2.897 1.805
53 N 0.801 -1.909 1.856
54 C 1.995 -2.387 1.232
55 C 2.933 -3.268 2.134
56 O 2.851 -2.842 3.462
57 C 3.648 -3.489 4.463
58 H -4.594 -3.362 1.418
59 H -3.585 -2.214 0.592
60 H -4.230 -2.030 2.308
61 H -1.519 -2.251 3.496
62 H -1.859 -1.441 2.064
63 H -0.410 -3.082 0.737
64 H 0.055 -3.836 2.234
65 H 1.165 -1.844 2.796
66 H 2.574 -1.489 1.017
67 H 1.678 -2.837 0.291
68 H 3.981 -3.189 1.848
69 H 2.696 -4.327 2.032
70 H 3.279 -4.513 4.527
71 H 3.667 -3.078 5.473
72 H 4.596 -3.620 3.941
73 C 0.822 -1.915 5.993
74 O 1.638 -0.678 5.733
75 C 0.927 0.299 4.989
76 C 2.020 1.180 4.394
77 N 2.900 0.272 3.719
78 C 4.026 0.967 3.140
79 C 5.178 0.080 2.518
80 O 6.536 0.525 2.855
81 C 6.995 1.752 2.310
82 H 0.726 -2.585 5.138
83 H -0.189 -1.593 6.241
84 H 1.323 -2.463 6.790
85 H 0.294 0.868 5.669
86 H 0.315 -0.095 4.177
87 H 2.525 1.814 5.122
88 H 1.480 1.830 3.705
89 H 3.205 -0.502 4.291
90 H 4.455 1.605 3.912
91 H 3.845 1.745 2.399
92 H 5.158 0.150 1.431
93 H 5.044 -0.957 2.825
94 H 7.909 2.055 2.822
95 H 6.314 2.603 2.327
96 H 7.439 1.585 1.328
97 C -6.094 -1.915 -9.377
98 O -4.976 -2.752 -9.331
99 C -3.848 -2.000 -9.022
100 C -3.740 -1.844 -7.480
101 N -2.600 -2.591 -7.030
102 C -2.619 -2.745 -5.580
103 C -2.509 -1.437 -4.676
104 O -2.258 -1.907 -3.320
105 C -3.502 -2.305 -2.658
106 H -6.991 -2.402 -9.761
107 H -6.028 -1.029 -10.008
108 H -6.324 -1.535 -8.382
109 H -3.909 -1.017 -9.489
110 H -3.044 -2.547 -9.514
111 H -4.665 -2.284 -7.107
112 H -3.614 -0.776 -7.302
113 H -2.667 -3.502 -7.461
114 H -1.788 -3.278 -5.118
115 H -3.573 -3.245 -5.413
116 H -3.477 -0.939 -4.727
117 H -1.838 -0.686 -5.095
118 H -4.372 -1.674 -2.840
119 H -3.250 -2.342 -1.598
120 H -3.856 -3.254 -3.059
121 N 0.841 1.010 0.677
122 C -0.049 1.181 -0.244
123 N -0.709 0.035 -0.480
124 O -0.132 2.242 -0.756
125 H 0.891 0.075 1.056
126 H 1.460 1.808 0.654
127 H -0.618 -0.767 0.127
128 H -1.262 -0.001 -1.324
129 O 0.908 4.337 -2.550
130 H 1.642 4.516 -1.962
131 H 0.476 3.573 -2.168

Results
- max |F| (eV/A) = 5.05
- LUMO energy (eV) = 0.54
- ΔE to the lowest compared entry with this formula, charge and spin (kJ/mol) = 361.0
- HOMO-LUMO gap (eV) = 9.08
- multiplicity = 1


Entry 5:
A structure of composition CHClFO3, computed with ωB97M-V/def2-TZVPD.

Cartesian coordinates (Å):
1 C -2.507 -1.845 -1.895
2 O -1.058 -0.122 -1.132
3 O -3.595 -2.238 -1.689
4 O -1.790 -1.105 -0.892
5 F -1.742 -1.978 -2.970
6 Cl 1.070 0.294 -0.676
7 H 1.339 -0.412 0.370

Results
- max |F| (eV/A) = 3.87
- LUMO energy (alpha / beta) (eV) = -4.41 / -10.25
- ΔE to the lowest compared entry with this formula, charge and spin (kJ/mol) = 0.0
- HOMO-LUMO gap (alpha / beta) (eV) = 13.22 / 7.25
- total charge = +1
- multiplicity = 3
- <S²> = 2.009


Entry 6:
A cluster of 2 separate species, C4H14N2OS in total, computed with ωB97M-V/def2-TZVPD.

Cartesian coordinates (Å):
1 N -2.681 0.599 -1.616
2 C -2.241 0.850 -0.244
3 C -0.725 0.411 0.087
4 N 0.050 1.532 0.570
5 C -0.107 -0.342 -1.115
6 C 1.284 -0.995 -0.852
7 S 2.718 0.281 -0.948
8 H -3.106 -0.291 -1.803
9 H -1.976 0.911 -2.266
10 H -2.540 1.877 -0.074
11 H -2.754 0.171 0.434
12 H -0.796 -0.385 0.849
13 H 0.936 1.743 0.146
14 H -0.541 2.250 0.939
15 H -0.007 0.443 -1.889
16 H -0.709 -1.155 -1.518
17 H 1.529 -1.603 -1.711
18 H 1.229 -1.559 0.071
19 H 1.867 1.269 -1.267
20 O 3.240 -1.837 4.109
21 H 2.797 -2.531 4.618
22 H 2.534 -1.639 3.480

Results
- max |F| (eV/A) = 2.01
- LUMO energy (eV) = 0.65
- ΔE to the lowest compared entry with this formula, charge and spin (kJ/mol) = 133.2
- HOMO-LUMO gap (eV) = 9.24
- multiplicity = 1


Entry 7:
An isolated molecule of C5H4O2, computed with ωB97M-V/def2-TZVPD.

Cartesian coordinates (Å):
1 O 2.040 1.486 0.453
2 C 1.123 0.733 0.242
3 C 1.105 -0.741 0.202
4 C -0.131 -1.189 -0.073
5 C -1.101 -0.101 -0.301
6 C -0.357 1.176 -0.069
7 O -0.716 2.326 -0.197
8 H 1.970 -1.354 0.424
9 H -0.408 -2.236 -0.130
10 H -1.808 0.052 0.640
11 H -1.717 -0.152 -1.191

Results
- max |F| (eV/A) = 3.78
- LUMO energy (eV) = -0.69
- ΔE to the lowest compared entry with this formula, charge and spin (kJ/mol) = 80.5
- HOMO-LUMO gap (eV) = 8.66
- multiplicity = 1


Entry 8:
The ion C7H12N3 with charge +1, computed with ωB97M-V/def2-TZVPD.

Cartesian coordinates (Å):
1 C -2.669 -0.017 -0.107
2 C -3.715 -0.526 0.317
3 C -0.668 -0.697 -1.339
4 C 0.443 0.375 -1.675
5 C 0.631 1.024 0.629
6 C -0.524 -0.059 1.076
7 C 2.325 -0.409 -0.239
8 N -1.379 -0.294 -0.102
9 N 1.261 0.480 -0.497
10 N -1.168 0.307 2.261
11 H -1.378 -0.836 -2.197
12 H -0.229 -1.617 -1.177
13 H 1.084 0.216 -2.584
14 H -0.012 1.375 -1.720
15 H 0.148 2.002 0.363
16 H 1.317 1.192 1.394
17 H 0.013 -1.125 1.123
18 H 2.088 -1.390 -0.599
19 H 3.277 -0.110 -0.661
20 H 2.435 -0.594 0.820
21 H -1.752 1.145 2.174
22 H -1.528 -0.441 2.742

Results
- max |F| (eV/A) = 3.71
- LUMO energy (alpha / beta) (eV) = -5.74 / -7.22
- ΔE to the lowest compared entry with this formula, charge and spin (kJ/mol) = 802.5
- HOMO-LUMO gap (alpha / beta) (eV) = 8.09 / 5.67
- total charge = +1
- multiplicity = 1


no.,DFT total energy (a.u.)
1,-1853.11596
2,-4361.05485
3,-1070.13436
4,-2515.52949
5,-823.91904
6,-743.68310
7,-343.36169
8,-437.69264